Computed, not measured: 8 unconnected molecules or ions with the total composition C32H72F12N4O12 at a distorted geometry, with the ωB97M-V functional and the def2-TZVPD basis.

* orbital gap: 3.05 eV
* lowest unoccupied orbital energy: -1.49 eV
* E_HOMO: -4.5 eV
* energy relative to the best compared isomer or geometry (same formula, charge and spin): 125.5 kcal/mol
* calculated total energy: -97480.6763 eV

```
! RIJCOSX wB97M-V def2-TZVPD def2/J DEFGRID3
* xyz 0 1
C 7.8143 12.4631 21.0177
C 8.0323 11.9139 19.5490
C 7.5065 12.8318 18.4283
O 7.3915 12.0602 17.2106
C 6.7135 12.8056 16.2013
N 9.5583 11.4944 19.3947
H 9.9458 10.8646 20.0826
H 9.7492 11.0369 18.5147
H 10.0927 12.3509 19.4261
H 7.5849 11.6161 21.6642
H 6.9759 13.1575 21.0716
H 8.6292 13.0015 21.5016
H 7.5018 10.9675 19.4440
H 8.2008 13.6674 18.3399
H 6.4968 13.1122 18.7283
H 7.3349 13.6741 15.9830
H 5.7545 13.1714 16.5680
H 6.5102 12.2767 15.2702
C 14.4057 12.9259 19.0560
C 14.4357 13.4450 20.5403
C 14.8751 14.8870 20.7260
O 14.4330 15.3673 22.0750
C 15.2166 16.4757 22.5339
N 13.0329 13.2574 21.1192
H 12.7330 12.2945 21.1753
H 12.9739 13.5941 22.0696
H 12.4032 13.6726 20.4476
H 13.7274 12.1532 18.6940
H 15.3767 12.6489 18.6455
H 14.0611 13.8146 18.5273
H 15.0186 12.7408 21.1340
H 14.3948 15.6338 20.0938
H 15.9435 15.0330 20.5667
H 16.2946 16.3379 22.6170
H 14.9454 16.6860 23.5684
H 14.9843 17.3425 21.9152
C 14.5149 10.1245 17.0787
C 15.4678 10.2754 15.8805
C 14.7347 10.5746 14.6144
O 15.7017 10.5810 13.5661
C 15.1119 10.3502 12.2755
N 16.4944 11.4003 16.1193
H 17.2634 11.3709 15.4652
H 16.0018 12.2801 16.0611
H 16.9206 11.3739 17.0346
H 13.8743 9.2449 17.0160
H 13.7891 10.9328 17.1688
H 15.0709 10.1633 18.0154
H 16.0588 9.3595 15.8833
H 14.3841 11.6057 14.6571
H 13.8866 9.9368 14.3654
H 14.6121 9.3816 12.2601
H 15.8332 10.2565 11.4637
H 14.4393 11.1428 11.9476
C 10.8442 15.1142 14.6526
C 10.7429 13.6565 14.9948
C 10.9781 12.6824 13.7966
O 10.1439 13.1653 12.7412
C 10.0894 12.3274 11.5506
N 11.7834 13.3013 16.0666
H 12.7555 13.3026 15.7926
H 11.7695 13.7799 16.9559
H 11.6053 12.3407 16.3230
H 10.4301 15.2376 13.6519
H 11.7977 15.6326 14.7543
H 10.1874 15.6852 15.3089
H 9.7793 13.4432 15.4576
H 10.6171 11.7039 14.1134
H 12.0311 12.7210 13.5178
H 9.0492 12.3580 11.2264
H 10.3514 11.2712 11.6140
H 10.7022 12.7261 10.7421
C 15.0171 15.1983 15.1120
O 14.4126 16.2468 15.8163
O 14.6934 14.0059 15.8341
C 14.9308 15.3316 13.5567
F 15.3822 16.4755 13.1128
F 15.6128 14.3287 12.8780
F 13.6343 15.3470 13.2018
C 15.0399 17.4861 16.1544
C 14.0492 18.4896 16.7660
H 14.5904 19.3718 17.1081
H 13.3170 18.7094 15.9890
H 13.4776 17.9928 17.5499
H 15.5458 17.9218 15.2928
H 15.9355 17.2448 16.7269
H 16.0702 15.4678 15.1916
C 10.7447 15.6428 19.1633
O 10.8386 15.7292 20.6325
O 10.9657 14.2814 18.8008
C 9.4125 16.3234 18.6420
F 9.2135 16.0835 17.3550
F 8.3245 15.8377 19.3498
F 9.3678 17.6573 18.7718
C 11.0928 16.9884 21.3396
C 10.7656 16.7211 22.7295
H 10.6703 17.5006 23.4855
H 9.8787 16.0892 22.7764
H 11.6450 16.1821 23.0820
H 10.4535 17.8427 21.1171
H 12.1378 17.2959 21.3785
H 11.5884 16.2813 18.9014
C 8.6565 7.6901 10.0552
O 8.5641 9.0268 9.5375
O 9.0474 6.8534 9.0138
C 9.5347 7.7103 11.3928
F 9.2279 8.6259 12.3335
F 9.2880 6.4573 11.8338
F 10.8127 7.9918 11.4057
C 7.3825 9.7548 9.8340
C 7.3227 10.9644 8.8969
H 7.3575 10.6425 7.8562
H 6.4429 11.6074 8.9221
H 8.1347 11.6698 9.0734
H 7.4029 10.1353 10.8553
H 6.4607 9.1734 9.8159
H 7.6628 7.4164 10.4098
C 10.5117 9.3619 16.2995
O 9.5961 8.9396 17.2746
O 11.1760 10.2852 17.1059
C 11.3110 8.2664 15.4528
F 10.4890 7.2820 15.2056
F 11.6477 8.7770 14.2431
F 12.3430 7.6907 16.0091
C 8.2393 8.5847 16.8085
C 7.2555 8.1563 17.9149
H 6.3010 8.1467 17.3885
H 7.5306 7.1942 18.3470
H 7.1756 8.8858 18.7209
H 8.2660 7.6815 16.1989
H 7.8224 9.4595 16.3096
H 9.9094 9.9733 15.6275
*
```

Computed, not measured: a gas-phase ion, C3H7O (charge -1) at a distorted geometry, with the ωB97M-V functional and the def2-TZVPD basis.

* orbital gap: 6.28 eV
* SMILES: CCC[O-]
* lowest unoccupied orbital energy: 4.50 eV
* E_HOMO: -1.8 eV
* energy relative to the best compared isomer or geometry (same formula, charge and spin): 48.0 kcal/mol
* calculated total energy: -5269.6085 eV

```
! RIJCOSX wB97M-V def2-TZVPD def2/J DEFGRID3
* xyz -1 1
C -0.2104 0.3814 0.7323
O 0.3712 0.4463 1.9276
C -0.0001 -0.7404 -0.4345
C -0.0212 -0.0984 -1.8894
H 0.1217 1.4431 0.2891
H -1.4161 0.4395 0.9581
H -0.6725 -1.5314 -0.2232
H 0.9485 -1.2324 -0.4237
H -0.7125 -0.9879 -2.2772
H 0.9050 0.2021 -2.3274
H -0.7539 0.8410 -1.8669
*
```

Computed, not measured: a molecular structure, C13H22BBr2N7O9 at a distorted geometry, with the ωB97M-V functional and the def2-TZVPD basis.

* orbital gap: 7.55 eV
* lowest unoccupied orbital energy: -1.84 eV
* E_HOMO: -9.4 eV
* calculated total energy: -183458.4867 eV

```
! RIJCOSX wB97M-V def2-TZVPD def2/J DEFGRID3
* xyz 0 1
C -1.6563 1.2071 4.4136
C -1.8584 0.8326 2.9573
Br -3.7022 0.2905 2.6614
C -0.7714 -0.2069 2.4978
Br -1.5050 -1.8666 1.8554
C 0.0213 0.4290 1.3909
C -0.3688 0.5536 0.1234
C 0.5591 1.2039 -0.8275
O 0.6428 0.8365 -1.9754
C 1.4053 2.2961 -0.2478
O 1.7445 3.3423 -1.0551
N 0.5417 4.2491 -1.1725
O 0.7603 5.2571 -0.6805
C 1.8077 2.1960 1.0226
C 2.6419 3.1497 1.7928
B 3.8459 2.4000 2.5359
O 3.9300 2.3973 3.9132
O 4.8450 1.8376 1.7643
C 1.3752 0.9613 1.7269
O 2.1121 0.3985 2.5120
H -0.6871 1.7005 4.5144
H -1.6881 0.3290 5.0562
H -2.4234 1.9077 4.7347
H -1.7568 1.7262 2.3490
H -0.1262 -0.4306 3.3409
H -1.3094 0.1601 -0.2387
H 3.0399 3.9307 1.1454
H 2.0112 3.6300 2.5468
H 3.4285 1.6686 4.2952
H 4.6705 0.9002 1.6170
C 2.1926 -2.8328 -2.8392
O 2.6715 -2.3363 -3.8417
N 2.3844 -4.1540 -2.5161
N 1.4299 -2.1284 -1.9501
H 1.9954 -4.5851 -1.6995
H 2.9381 -4.7022 -3.1456
H 1.2436 -1.1586 -2.1449
H 1.0395 -2.5408 -1.1228
C -2.0525 -5.1588 0.0657
O -0.9882 -4.8064 0.5465
N -2.2591 -6.4301 -0.3960
N -3.1209 -4.3123 -0.0540
H -3.1224 -6.7398 -0.7983
H -1.4937 -7.0729 -0.3241
H -3.0007 -3.3722 0.2746
H -4.0017 -4.5818 -0.4476
C -2.2254 1.9619 -4.1923
O -2.4571 0.8083 -3.8838
N -1.1476 2.6548 -3.7112
N -3.0396 2.6670 -5.0436
H -0.9629 3.6116 -3.9423
H -0.5185 2.1677 -3.0960
H -3.8376 2.1874 -5.4135
H -2.8695 3.6161 -5.3139
*
```

Computed, not measured: a molecular structure, C3H5NO2 at a distorted geometry, with the ωB97M-V functional and the def2-TZVPD basis.

* orbital gap: 8.67 eV
* lowest unoccupied orbital energy: 0.68 eV
* E_HOMO: -8.0 eV
* energy relative to the best compared isomer or geometry (same formula, charge and spin): 91.6 kcal/mol
* calculated total energy: -8773.7229 eV

```
! RIJCOSX wB97M-V def2-TZVPD def2/J DEFGRID3
* xyz 0 1
C 0.7730 -0.1559 -0.0318
C -1.0415 0.5997 0.6580
C 1.8201 -0.8788 -0.3926
O -0.7377 -0.4855 -0.7502
O -1.7976 1.6324 0.2877
N 0.3164 0.7744 0.7532
H -1.0479 -1.3864 -0.5532
H -1.2389 2.2263 -0.2410
H -1.5863 -0.0431 1.3543
H 1.8431 -1.4216 -1.3241
H 2.6974 -0.8615 0.2397
*
```